Record 1
Here is a 5-piece molecular cluster, C38H68N2O18P2S2 overall from OMol25. Energies are from the ωB97M-V functional and the def2-TZVPD basis.

ORCA input file:
```
! RIJCOSX wB97M-V def2-TZVPD def2/J DEFGRID3
* xyz 0 1
C -5.7572 3.5640 -0.0635
C -7.0340 3.0710 0.8751
O -8.2635 3.3188 0.3441
O -6.8689 2.4269 2.2190
C -7.5863 1.1403 2.2533
C -7.2142 0.2019 3.5729
C -6.2820 -1.0453 2.9857
C -6.7898 -2.6369 2.9910
C -5.8082 -3.8219 2.3354
C -6.3565 -5.3812 2.3270
C -6.9009 -5.8625 0.8344
O -6.6905 -7.3178 0.6727
C -4.3326 -3.3741 1.6887
C -3.7778 -1.8330 1.6868
C -4.7918 -0.6880 2.3521
N -2.4747 -1.3310 1.1143
P -2.6539 -0.5660 -0.4842
O -2.6430 1.0245 -0.2185
C -1.3609 -2.3479 1.1693
C 0.1944 -1.7596 1.3506
C 0.3680 -0.1039 1.5068
C -0.1944 0.2431 3.0303
C -0.5708 1.8285 3.2517
C -1.9927 2.0686 4.0393
S -2.6922 3.8170 3.8444
O -4.2652 3.7881 3.9674
O -2.1455 4.7531 4.9704
O -2.2191 4.5522 2.3570
C 1.5223 -2.7766 1.3754
C 3.0626 -2.1501 1.5078
O 3.4437 -1.2870 0.3788
C 3.1406 -1.8993 -0.9240
O 1.9194 -1.2591 -1.4359
C 1.8507 -1.2721 -2.9051
C 1.1136 0.0920 -3.5297
O 0.4647 0.9166 -2.4773
C 1.3916 -4.4329 1.2378
P 2.8819 -5.6288 1.2257
O 3.9074 -5.4411 2.6283
O 2.4151 -7.2926 1.0077
C -0.1740 -4.9936 1.0971
O -0.5054 -6.4461 0.9961
N -0.9934 -6.8839 2.1816
O -0.1369 -6.7936 3.0561
C -1.4981 -3.9761 1.0556
S -3.2330 -4.7168 0.8891
H -4.8144 3.8848 0.5770
H -6.0273 4.5259 -0.7167
H -5.4124 2.7374 -0.8444
H -8.7637 1.2703 2.1082
H -7.2313 0.5425 1.2830
H -6.7036 0.7961 4.4444
H -8.2582 -0.2414 3.9437
H -7.8423 -2.9672 3.4466
H -7.2932 -5.4375 3.0517
H -5.5553 -6.1245 2.7784
H -6.4316 -5.2203 -0.0472
H -8.0763 -5.6691 0.7578
H -5.9558 -7.4883 0.0123
H -4.4227 0.4437 2.3703
H -1.6334 -0.9030 -1.4446
H -4.0120 -0.8501 -0.9513
H -0.1864 0.4760 0.6552
H 1.5151 0.2144 1.4374
H -1.1136 -0.4741 3.2740
H 0.6726 -0.0960 3.7764
H 0.3089 2.3229 3.8775
H -0.6459 2.3740 2.2195
H -1.9626 1.8230 5.1831
H -2.8153 1.3505 3.5580
H -2.1361 3.8613 1.6274
H 3.8673 -2.9679 1.7748
H 3.0111 -1.4362 2.4634
H 3.1028 -3.0817 -0.9085
H 4.0601 -1.6303 -1.6362
H 1.2237 -2.2345 -3.2086
H 2.8839 -1.3450 -3.4500
H 1.8877 0.7379 -4.1675
H 0.2445 -0.1927 -4.2891
H -0.5208 0.6566 -2.5195
H 4.8208 -5.8225 2.3750
H 2.3033 -7.3953 0.0012
C 5.6633 -3.5862 5.2801
C 5.9050 -2.1974 4.7104
C 6.7758 -1.3627 5.6359
O 4.6544 -1.5412 4.5193
H 5.1423 -3.5298 6.2425
H 5.0250 -4.1714 4.6094
H 6.6058 -4.1234 5.4241
H 6.3848 -2.2805 3.7291
H 6.2942 -1.2274 6.6109
H 6.9311 -0.3618 5.2191
H 7.7517 -1.8332 5.7906
H 4.2212 -1.4630 5.3855
C 2.6248 4.0695 -3.8846
C 3.6769 3.9482 -4.9754
C 3.9735 5.2968 -5.6117
O 3.2170 3.0444 -5.9767
H 1.6790 4.4441 -4.2922
H 2.4125 3.0894 -3.4440
H 2.9554 4.7463 -3.0906
H 4.5974 3.5297 -4.5540
H 3.0756 5.7148 -6.0806
H 4.7233 5.1922 -6.4033
H 4.3445 6.0104 -4.8696
H 2.3998 3.4079 -6.3565
C 0.0251 5.2198 -8.3510
C 0.2518 3.7261 -8.5212
C -0.8975 3.0732 -9.2724
O 0.3830 3.1192 -7.2384
H -0.8850 5.4147 -7.7724
H 0.8541 5.6743 -7.7979
H -0.0642 5.7187 -9.3210
H 1.1892 3.5554 -9.0619
H -1.8401 3.1919 -8.7265
H -0.7266 1.9964 -9.3767
H -1.0144 3.5076 -10.2701
H -0.4448 3.2658 -6.7512
C 5.3574 2.3284 -1.1465
C 5.3565 3.0092 0.2129
C 6.3883 2.3911 1.1430
O 4.0626 2.8925 0.7988
H 5.1057 1.2659 -1.0529
H 4.6015 2.7753 -1.8012
H 6.3351 2.4144 -1.6305
H 5.5652 4.0775 0.0897
H 6.1731 1.3310 1.3178
H 6.3678 2.8828 2.1214
H 7.3970 2.4790 0.7276
H 3.8687 1.9470 0.9120
*
```

Properties
Highest occupied orbital energy: -8.246 eV
Kohn-Sham gap: 6.99 eV
SMILES string: CC(=O)OCCc1cc(CCO)c2c(c1)N([PH2]=O)c1c(CCCCS(=O)(=O)O)c(COCOCCO)c(P(O)O)c(ON=O)c1S2.CC(C)O.CC(C)O.CC(C)O.CC(C)O
Relative energy (zero: lowest compared OMol25 entry of this formula, charge and spin): 1376.6 kJ/mol

***

Record 2
Here is C38H71AlBBr2ClF4MgN6O10P2 as an isolated structure from OMol25. Energies are from the ωB97M-V functional and the def2-TZVPD basis.

ORCA input file:
```
! RIJCOSX wB97M-V def2-TZVPD def2/J DEFGRID3
* xyz 2 1
C 6.3217 -2.7924 0.8278
C 6.5935 -1.1765 1.0336
B 5.5726 -0.2506 0.0787
O 4.8274 0.8174 0.8352
N 5.4373 -0.4269 -1.3799
C 6.3951 0.3530 -2.2190
C 7.8984 -0.3190 -2.0045
C 8.7848 -0.4092 -3.3923
C 9.9293 0.8020 -3.4897
C 9.2594 2.3085 -3.4165
C 9.7815 3.3150 -4.6257
O 8.5910 3.8380 -5.3722
C 8.3096 2.9742 -6.5480
C 7.0913 1.8577 -6.6108
O 9.0516 3.1269 -7.6522
C 4.1417 -0.8154 -1.9772
N 2.7352 -0.2645 -1.6662
P 2.1592 -1.1909 -0.2062
O 0.6507 -1.5837 -0.2143
N 2.6993 1.0559 -1.3545
C 2.8996 2.0297 -2.4760
C 1.6901 2.8858 -3.2584
O 4.1237 2.4086 -2.9439
C 1.5496 1.4843 -0.4754
C -0.0555 1.4521 -0.8161
O 1.8624 1.9486 0.7680
N 4.1870 -1.8200 -2.9359
C 5.4649 -2.5858 -3.3434
C 5.1614 -4.1478 -3.7815
P 2.8003 -2.4287 -3.9362
C 1.8311 -0.9279 -4.7220
C 1.5340 -3.4161 -2.8566
C -0.0145 -2.8681 -3.0249
H 6.8830 -3.3342 1.7311
H 6.8579 -3.1216 -0.1683
H 5.1859 -3.0851 0.7651
H 6.3910 -0.9335 2.1667
H 7.6890 -0.8372 0.7995
H 4.9020 1.6550 0.2684
H 6.4622 1.5025 -2.0101
H 6.1528 0.2067 -3.3711
H 7.8302 -1.4114 -1.5661
H 8.5429 0.2963 -1.2098
H 9.4142 -1.4217 -3.4576
H 8.1229 -0.4086 -4.3776
H 10.7340 0.6400 -2.6462
H 10.5060 0.7338 -4.5203
H 8.0898 2.3162 -3.4562
H 9.6287 2.7878 -2.4064
H 10.3122 4.2396 -4.1331
H 10.5327 2.8023 -5.3628
H 7.2063 1.0878 -5.7182
H 7.1501 1.1999 -7.6042
H 6.0134 2.3255 -6.4917
H 2.9199 -2.4488 -0.2489
H 2.6297 -0.5712 1.0429
H 2.1350 3.7431 -3.9523
H 0.9456 2.1896 -3.8320
H 1.1247 3.4706 -2.3848
H -0.2399 0.9514 -1.8832
H -0.5045 2.5561 -0.8959
H -0.6884 0.8097 -0.0518
H 5.9393 -1.9775 -4.2308
H 6.2693 -2.6388 -2.5006
H 4.4547 -4.6532 -2.9849
H 4.8189 -4.2870 -4.8902
H 6.2057 -4.7170 -3.6761
H 2.5966 -0.4555 -5.4940
H 0.9207 -1.4230 -5.3137
H 1.4145 -0.1818 -3.9332
H 1.5164 -4.5003 -3.3615
H 1.8762 -3.6021 -1.7592
H -0.6118 -3.3451 -2.1073
H -0.5302 -3.2278 -4.0089
H -0.0656 -1.7023 -2.8432
C -3.8336 -4.2700 -2.3170
C -3.5743 -4.9204 -3.5230
C -3.6243 -6.3125 -3.5903
C -3.9436 -7.0543 -2.4527
C -4.2065 -6.4036 -1.2475
C -4.1474 -5.0120 -1.1780
H -3.7912 -3.1853 -2.2641
H -3.3323 -4.3420 -4.4111
H -3.4157 -6.8193 -4.5286
H -3.9874 -8.1389 -2.5061
H -4.4569 -6.9818 -0.3614
H -4.3469 -4.5057 -0.2377
Br -5.2569 -3.8756 1.3880
Al -1.8569 3.1926 -0.4654
C -8.7836 -2.1151 -0.5636
C -7.8475 -2.0705 -1.7602
N -7.0708 -2.0334 -2.7529
H -8.6598 -3.0606 -0.0284
H -8.5589 -1.2889 0.1166
H -9.8210 -2.0286 -0.8983
Cl 10.6790 1.5185 -7.9926
F 6.7790 -0.0378 3.8668
Br 11.8790 2.0313 -6.0085
Mg 9.7790 -1.0299 -7.6370
C -4.6730 3.3158 2.8551
C -5.5929 2.9063 3.9909
O -6.8982 2.5732 3.4921
C -7.0298 1.3252 2.9391
O -6.1099 0.5150 2.8516
C -8.4697 1.0824 2.4934
F -8.9897 2.1321 1.7944
F -9.3067 0.8791 3.5516
F -8.6021 -0.0095 1.6889
H -5.1176 4.1299 2.2737
H -3.7033 3.6432 3.2410
H -4.5045 2.4864 2.1611
H -5.7218 3.7488 4.6783
H -5.1754 2.0775 4.5731
C -9.3610 0.1867 9.9756
O -10.1074 0.8492 8.9645
C -10.7520 2.0421 9.4314
C -10.1122 3.2849 8.7931
N -8.7636 3.5177 9.3190
C -8.0091 4.5312 8.5723
C -7.6671 4.2190 7.1027
O -6.7455 3.1417 6.9412
C -7.3404 1.8501 6.9263
H -9.0324 -0.7770 9.5827
H -8.4716 0.7671 10.2450
H -9.9720 0.0099 10.8673
H -10.7614 2.1088 10.5266
H -11.7952 1.9808 9.0996
H -10.7366 4.1598 9.0044
H -10.0926 3.1287 7.7106
H -8.2401 2.6463 9.2867
H -7.0655 4.6775 9.1129
H -8.5472 5.4846 8.6228
H -7.1645 5.1013 6.6936
H -8.5585 4.0708 6.4817
H -8.3461 1.8594 6.4942
H -7.3568 1.4343 7.9332
H -6.7058 1.2000 6.3160
*
```

Properties
Highest occupied orbital energy: -10.699 eV
Kohn-Sham gap: 0.91 eV